The following is a DFT calculation (ωB97M-V with the def2-TZVPD basis set) of a structure of composition C40H41Cl3IN6O4SSeTc.

For the HOMO energy (alpha / beta), the calculation gives -10.672 / -10.672 eV. The value obtained for the relative energy (zero: lowest compared OMol25 entry of this formula, charge and spin) is 0.000 eV. The value obtained for the calculated total energy is -6736.8897 hartree.

```
! wB97M-V def2-TZVPD RIJCOSX def2/J DEFGRID3
* xyz 1 4
H -1.99 2.64 -4.46
H 3.79 -4.95 3.29
C 0.53 4.61 -1.30
C 1.96 -1.59 3.11
H -3.66 1.33 -6.29
N 0.85 -0.19 -4.07
C 1.24 -2.75 2.90
C -1.45 -2.71 -0.21
H 0.96 1.49 7.64
H 5.04 -2.85 3.64
C -1.67 3.76 -0.74
H -0.28 2.75 -8.62
H 1.95 1.37 5.37
N -0.43 0.22 -4.10
C 3.27 -4.00 3.23
C 1.05 5.15 -5.59
H -0.81 -0.45 -5.98
C 0.04 3.33 -4.16
C 2.50 3.45 -4.73
S 1.18 0.00 3.05
C 4.38 -0.78 -0.27
C 0.39 0.09 4.63
Se 0.57 2.43 0.53
H -2.29 -0.28 -7.70
H -2.29 3.04 -0.23
H -1.15 0.32 8.13
H -2.29 -0.98 6.37
Cl 4.74 5.96 -6.85
C 2.13 5.76 -6.21
C 1.22 3.98 -4.84
C 3.98 -2.82 3.43
H 4.58 3.63 -5.24
H 0.40 2.53 -3.52
C 3.18 -0.04 0.35
Cl 4.14 -2.54 -0.36
O -0.03 -0.21 2.10
C -0.87 0.45 -2.87
C 1.03 0.84 5.60
N -0.33 -2.00 -0.19
H 2.64 2.53 -4.16
N -3.10 0.49 -0.19
H -2.41 -2.22 -0.07
C -0.06 5.67 -1.98
C -1.71 0.53 -8.15
C -1.27 2.96 -8.21
H -2.12 0.71 -9.14
H -3.32 4.92 -1.45
H 0.80 2.47 -6.76
H 0.57 6.40 -2.47
N 0.67 -2.86 -0.40
O 3.40 0.95 1.01
H -1.95 3.08 -9.05
C 3.58 4.05 -5.33
H 1.61 4.54 -1.24
C -1.15 0.37 -5.36
C -2.24 4.83 -1.42
C -0.28 3.67 -0.67
O 2.02 -0.57 0.10
H 2.13 -0.44 -2.44
H -1.89 6.62 -2.55
C 0.22 -4.11 -0.54
H 3.87 -0.67 3.49
C 3.39 5.20 -6.08
C -0.87 1.71 -6.05
N 0.12 0.22 -2.02
I -2.49 -5.62 -0.55
Tc 0.07 0.12 0.08
H -3.85 2.08 -7.86
H -0.39 4.07 -3.47
H -1.87 0.77 -2.62
C -1.12 2.89 -5.08
O 0.49 1.61 -6.42
H 1.99 6.67 -6.79
H -1.30 -1.12 4.10
C -0.71 0.25 7.14
H -2.20 0.25 -5.13
C -0.81 -0.57 4.88
C 0.48 0.91 6.87
C -1.78 1.82 -7.32
H 0.18 -2.71 2.68
C -1.44 5.79 -2.03
C 1.16 -0.17 -2.81
C 3.33 -1.60 3.36
C -3.24 2.09 -6.95
C -1.36 -0.48 6.15
H 0.07 5.60 -5.68
H 1.63 -2.51 -0.38
H -1.23 3.92 -7.69
C 1.91 -3.96 2.96
H -0.67 0.19 -8.27
C -1.16 -4.06 -0.43
H -1.43 3.77 -5.65
H 0.88 -4.94 -0.72
H 1.36 -4.89 2.81
C -1.96 0.42 -0.04
Cl 4.66 -0.09 -1.87
H 5.26 -0.60 0.34
H -3.38 3.07 -6.49
*
```